[1]
The following is a quantum chemistry calculation of 8 unconnected molecules or ions with the total composition C30H41N7O, from OMol25.

Structure (XYZ):
```
79
Properties=species:S:1:pos:R:3:forces:R:3
O 2.81970 -10.80861 -3.34607 -0.1 1.4 -0.3
N 8.16506 -13.38439 -1.51664 -0.5 -0.7 -0.8
N 8.23342 -9.84806 -4.28982 0.4 0.4 -0.3
N 9.31392 -11.12912 1.14906 -2.3 -2.0 -1.1
N -1.77914 -10.18031 0.37204 0.7 0.6 -1.0
N 5.38638 -10.18614 -6.22484 -0.1 -2.0 -0.7
N 4.34567 -7.28091 0.64163 0.8 -0.8 0.1
N -0.65552 -11.68526 -8.01914 0.7 0.4 1.3
C 7.34055 -9.40502 -3.33779 1.1 -1.8 -0.2
C 7.53204 -13.39178 -2.77906 0.2 1.2 2.1
C -0.13279 -11.61505 0.78605 0.4 0.2 0.9
C 3.70726 -11.34651 -7.08349 -1.6 0.0 -0.9
C 7.32661 -8.00022 -5.04794 0.8 0.4 -1.3
C 9.76510 -13.23473 -3.00585 0.2 0.7 0.9
C 9.67446 -12.32219 1.74018 0.0 1.2 1.1
C 4.01557 -11.45469 -2.96096 -0.5 -0.4 1.3
C 9.50015 -13.31108 -1.64581 0.6 -0.5 -1.4
C 4.15565 -11.26575 -1.43617 -0.8 -0.4 -0.1
C 5.80975 -11.47070 -6.50675 1.0 0.4 0.3
C 6.44275 -7.59860 0.06090 0.7 -1.0 0.4
C 7.97502 -11.28311 0.76674 0.6 0.9 0.3
C 8.51755 -13.10508 -3.69004 1.1 -1.2 -0.2
C 0.46899 -10.52094 -6.35258 -1.8 -1.8 -0.5
C -1.22815 -10.99754 1.30706 -1.3 -0.4 1.2
C -0.09442 -11.73672 -5.85125 -1.1 -1.0 -0.3
C -0.93755 -10.16941 -0.72348 -0.1 0.5 0.1
C 6.75131 -8.28986 -3.81068 -0.6 0.2 0.9
C 0.07529 -10.54534 -7.66967 0.7 0.6 -1.8
C 8.53032 -13.06641 2.01853 2.1 0.1 -0.7
C 4.88005 -6.06184 0.29792 -2.1 -0.1 0.3
C 4.07389 -10.12003 -6.60920 0.0 0.8 0.4
C 5.33639 -8.26930 0.53267 -1.0 2.0 -0.6
C 4.80803 -12.19274 -7.10207 0.8 -0.2 0.9
C 6.17800 -6.19888 -0.03882 0.2 -0.6 -0.3
C -0.77076 -12.42274 -6.88312 1.2 0.6 1.9
C 7.49674 -12.43305 1.30718 -0.8 -0.5 0.7
C 0.08808 -11.03468 -0.46164 0.5 -0.1 -1.1
C 8.30527 -8.97120 -5.35638 -1.8 0.4 1.5
H 5.97586 -7.79917 -3.24121 0.1 0.4 -0.3
H 4.93972 -11.89901 -1.02107 0.2 0.3 0.0
H 6.45766 -13.49583 -2.74318 0.1 0.3 -0.6
H -2.52193 -9.50283 0.46875 0.2 -0.4 0.3
H 9.87548 -10.30499 0.98917 0.4 0.0 -0.3
H 0.55108 -12.29017 1.27893 -0.3 0.0 0.1
H 7.42736 -10.63858 0.09514 0.3 0.4 0.2
H 3.37818 -7.48874 0.84383 0.2 0.3 0.0
H -1.09308 -9.43432 -1.49927 0.0 -0.3 -0.1
H 7.77600 -13.39562 -0.58465 -0.5 -0.1 -0.3
H 4.22902 -10.22304 -1.12717 0.8 0.1 -0.6
H 8.77704 -10.69822 -4.24731 0.0 0.1 0.4
H 6.78881 -5.38312 -0.39639 0.2 -0.3 0.1
H 8.54826 -13.97573 2.60096 -0.2 -0.1 -0.2
H 7.36064 -8.12481 -0.15583 0.2 0.3 0.0
H 10.72546 -12.44104 1.95853 -0.1 -0.2 0.4
H 5.04076 -9.29505 0.69650 0.5 0.1 0.1
H -1.22337 -13.40244 -6.84131 -0.1 0.2 -0.1
H 6.99667 -7.13035 -5.59645 0.4 -0.1 -0.4
H 2.91533 -10.59349 -4.27676 -0.1 0.0 -0.3
H 2.72282 -11.63789 -7.41873 0.0 0.3 0.0
H 3.23732 -11.50108 -0.89821 -0.2 -0.7 -0.3
H 0.98879 -9.76584 -5.78157 0.0 -0.1 -0.3
H 4.83925 -13.23121 -7.39705 0.0 0.1 0.1
H 6.79561 -11.77046 -6.18331 0.0 0.0 -0.2
H 8.55395 -12.94437 -4.75740 -0.8 -0.3 -0.1
H -0.10768 -12.10235 -4.83510 0.2 0.1 0.0
H 8.95862 -9.16871 -6.19336 -0.2 0.2 0.1
H 0.97917 -11.24870 -1.03308 -0.3 0.2 -0.4
H -1.72938 -11.08053 2.26011 0.2 -0.2 0.0
H 3.51997 -9.19339 -6.57919 0.0 -0.1 0.2
H 10.17215 -13.43559 -0.80957 -0.2 0.2 0.0
H 10.75592 -13.27355 -3.43381 -0.1 0.3 -0.1
H 4.18141 -5.24061 0.23552 0.3 0.3 0.1
H 6.49392 -12.83092 1.25778 -0.2 0.3 -0.2
H 0.47288 -9.93397 -8.46624 -0.4 0.3 0.0
H 7.23590 -9.95225 -2.41260 -0.1 0.0 -0.1
H -0.98236 -12.05054 -8.90224 0.4 0.7 0.0
H 6.01489 -9.50449 -5.82429 -0.3 0.4 0.0
H 4.94659 -11.10380 -3.40613 -0.2 0.2 -0.5
H 3.77324 -12.46392 -3.29388 1.1 -0.7 0.6
```
Forces are in eV/Å.

<S²> = 0.7504
Highest occupied orbital energy (spin up / spin down) = 0.9 / -5.7 eV
Charge = -1
Multiplicity = 2
Kohn-Sham gap (spin up / spin down) = 0.0500 / 0.2920 Eh

Here are the Mulliken charges for atoms 1 to 8, given in e: O -0.37; N 0.30; N 0.35; N -0.12; N 0.05; N 0.27; N -0.03; N 0.04


[2]
The following is a quantum chemistry calculation of C4H9NO2 in the gas phase, from OMol25.

Structure (XYZ):
```
16
Properties=species:S:1:pos:R:3:forces:R:3
O 1.21741 2.20276 -1.30193 1.0 -2.1 -0.8
O -0.10420 0.20493 1.35331 0.6 0.1 0.3
N -0.47439 -1.21908 -0.48194 0.0 0.3 1.0
C 0.58169 2.14905 -0.04701 -0.2 -0.2 0.0
C -1.11205 -2.44815 -0.92042 0.0 0.0 0.0
C 0.99163 0.84075 0.67536 2.6 0.8 1.2
C -0.62837 -0.90592 0.73132 0.3 0.4 0.2
H -1.18330 -1.46143 1.50034 -0.1 0.0 -0.4
H 1.47118 -0.02532 0.20371 -0.3 0.8 -1.5
H 0.91626 3.01723 0.54226 0.1 -0.3 -0.1
H 2.10852 1.23254 1.25165 -3.7 -1.3 -0.1
H -1.65762 -2.96881 -0.11744 0.1 0.1 -0.1
H -1.81556 -2.20414 -1.72215 0.1 -0.1 0.1
H -0.50726 2.32292 -0.16786 0.3 -0.8 0.1
H 1.46256 1.24090 -1.51538 -0.6 2.2 0.1
H -0.35114 -3.12154 -1.33014 -0.2 0.1 0.1
```
Forces are in eV/Å.

Structure (SMILES) = C/N=C/OCCO
Highest occupied orbital energy = -9.8 eV
Charge = 0
Kohn-Sham gap = 0.3974 Eh

Here are the natural (NBO) charges for atoms 1 to 8, given in e: O -0.71; O -0.52; N -0.49; C -0.09; C -0.42; C -0.11; C 0.40; H 0.15


[3]
The following is a quantum chemistry calculation of a molecular structure, C26H52B3N3O9, from OMol25.

Structure (XYZ):
```
93
Properties=species:S:1:pos:R:3:forces:R:3
O 2.43002 0.94799 0.95049 0.1 -0.2 0.0
O -1.72360 -0.31724 -2.84956 -0.3 0.4 0.0
O 7.71032 -3.95320 3.24335 -0.1 0.1 0.1
O -6.77069 2.12797 2.05529 0.1 0.0 0.1
O 1.20548 1.20685 -0.89389 -0.2 0.6 -1.3
O -2.01728 1.71579 -4.06018 -0.3 -0.5 0.5
O 4.29359 -2.08750 0.85029 0.0 0.1 0.0
O -2.52725 3.55990 2.74933 0.0 0.1 -0.2
O -3.29610 1.26538 -2.10645 0.9 0.3 0.5
N 4.76080 -3.71038 3.48968 0.0 -0.1 -0.1
N -1.07534 3.85949 -1.88837 -0.5 -0.2 -0.5
N -5.24231 4.72270 2.89892 0.0 -0.1 0.1
C 1.63460 -3.40359 -3.59949 -0.2 -0.1 0.0
C 0.62369 -1.38419 -5.27542 0.4 0.1 0.5
C 0.54306 -3.65613 -4.42628 0.3 0.6 -0.1
C 2.23677 -2.15316 -3.61249 -0.4 0.3 -0.4
C 1.73266 -1.16123 -4.44875 -0.2 -0.3 0.0
C 3.53617 -3.51462 2.72074 0.1 0.2 0.2
C 3.66193 -3.30322 1.21542 -0.3 -0.1 0.0
C 1.29451 0.76498 0.19940 -0.1 -0.1 1.0
C -2.08575 -0.11621 -0.29810 0.4 -0.1 0.0
C -4.38228 4.40776 4.03234 -0.1 0.0 -0.2
C -5.45907 1.62106 1.88599 -0.1 0.0 -0.1
C 0.13452 -0.24565 -6.13616 0.0 -0.6 -0.5
C -1.35134 -0.23254 -6.50421 -0.1 0.3 0.4
C 6.85779 -4.93646 3.81829 0.1 -0.2 -0.2
C -6.64572 4.36760 3.08583 0.1 0.1 -0.2
C -0.68763 -0.74136 -0.08971 -0.4 0.0 0.2
C -2.45581 3.69343 -2.48080 0.4 -0.5 -0.1
C 0.18682 0.03353 0.90424 0.1 -0.4 -0.3
C -2.92249 4.57023 3.66752 0.0 -0.1 0.2
C -6.99145 2.88866 3.22813 -0.2 0.0 0.1
C 5.71081 -2.12979 0.78477 0.0 0.2 0.0
C 5.49654 -4.92363 3.15678 0.0 0.2 0.0
C -2.30620 -0.52288 -5.33288 -0.1 0.4 -0.2
C 0.05160 -2.65109 -5.25868 0.1 -0.2 0.1
C -2.21610 4.03427 1.45107 0.0 -0.1 0.1
C 8.04497 -2.89142 4.11667 0.0 0.0 -0.1
B -2.63133 2.19151 -2.91030 -0.4 0.5 -0.3
B -1.99949 0.32393 -4.05639 0.5 -0.6 -0.4
B -2.38177 0.24770 -1.78496 -0.5 -0.2 0.0
H -2.31881 4.44339 4.57109 0.0 0.0 0.0
H -2.86281 -0.73909 0.14033 -0.2 -0.1 -0.1
H -1.46159 4.82389 1.48192 0.0 0.0 0.0
H 6.16515 -1.83707 1.73454 0.1 -0.1 0.0
H -7.19208 4.74862 2.21953 0.0 0.0 0.0
H 7.32143 -5.91089 3.64026 0.0 0.0 0.0
H -8.06520 2.82420 3.42427 0.0 0.0 0.0
H -2.72713 5.56905 3.26787 0.0 0.0 -0.1
H -1.81322 3.19694 0.88468 0.0 0.0 0.0
H -3.21397 3.98235 -1.76082 -0.1 0.3 0.1
H -1.57621 0.77843 -6.83808 0.0 0.1 -0.2
H 0.06407 -4.62189 -4.43041 0.0 -0.2 0.0
H -0.79894 -2.87724 -5.88425 -0.1 0.0 -0.1
H -3.10530 4.40265 0.92839 0.0 0.1 0.0
H 0.40802 0.70332 -5.68250 0.0 0.1 0.2
H 6.76785 -4.79751 4.89903 0.0 0.1 0.0
H -6.49166 2.42373 4.08650 0.1 0.0 0.0
H -4.83180 2.30675 1.30928 0.1 0.0 0.1
H -4.62358 5.08083 4.86043 0.0 0.0 0.0
H -0.78367 -1.76060 0.27083 -0.1 -0.2 0.0
H 2.87427 -4.36798 2.89769 0.0 0.0 0.0
H -2.51716 4.30217 -3.37747 -0.2 0.3 0.0
H 0.62068 -0.62693 1.64700 0.1 0.0 0.2
H -5.53613 0.69223 1.31978 0.0 0.0 0.0
H -2.38405 -1.57392 -5.09065 0.2 -0.2 0.1
H -4.89761 4.24021 2.07948 0.0 0.0 0.0
H -4.97817 1.40757 2.84410 0.0 0.1 0.0
H -0.65993 2.94160 -1.74673 0.1 0.1 0.3
H -7.02689 4.90383 3.96070 0.0 0.0 0.0
H 6.07386 -3.11736 0.49360 0.0 0.0 0.1
H -0.50776 4.26062 -2.62512 0.2 0.1 0.1
H 2.99006 0.17947 0.76989 0.4 0.0 0.2
H 1.99332 -4.18326 -2.94363 0.1 0.0 0.1
H 7.17905 -2.25942 4.34220 0.0 0.0 0.1
H 4.14323 -4.14786 0.71006 0.1 0.0 0.1
H 0.70221 -0.29882 -7.06725 0.1 0.2 -0.1
H 3.08049 -1.91247 -2.98511 0.1 -0.1 0.1
H -2.13386 0.81545 0.26514 -0.2 0.2 0.0
H -1.58010 -0.87702 -7.34883 0.1 -0.2 0.0
H 2.64686 -3.24225 0.81195 0.0 0.0 0.0
H 3.03511 -2.63565 3.13518 0.0 0.0 0.0
H -0.38451 0.77826 1.45609 -0.1 0.1 0.1
H -0.18782 -0.80208 -1.05009 0.2 0.0 -0.1
H 8.46645 -3.26719 5.05335 0.0 0.0 0.0
H 6.02710 -1.40579 0.03368 0.0 0.0 0.0
H 2.20684 -0.19061 -4.46077 0.0 0.2 0.1
H 4.92608 -5.79163 3.49961 0.0 0.0 0.0
H -4.51742 3.37586 4.38489 0.0 0.0 0.1
H -3.30836 -0.22891 -5.66015 -0.1 0.1 0.0
H 8.79605 -2.28240 3.61668 0.0 0.0 0.0
H 5.65641 -5.02990 2.07496 0.0 -0.1 0.0
H 5.36345 -2.91094 3.34543 0.0 0.0 0.0
```
Forces are in eV/Å.

Highest occupied orbital energy = -8.6 eV
Charge = 0
Kohn-Sham gap = 0.3350 Eh

Here are the Mulliken charges for atoms 1 to 8, given in e: O -0.54; O -0.67; O -0.35; O -0.44; O -0.45; O -0.48; O -0.25; O -0.29


[4]
The following is a quantum chemistry calculation of C7H12 in the gas phase, from OMol25.

Structure (XYZ):
```
19
Properties=species:S:1:pos:R:3:forces:R:3
C -0.45125 -0.55164 -0.42670 -0.4 -0.9 -0.3
C -0.35251 3.21681 1.01192 0.3 -1.8 -2.3
C 0.90060 -1.23260 -0.47932 1.8 0.9 -0.7
C 0.14475 1.84765 0.30403 1.1 1.6 2.7
C 1.15754 -2.69921 -0.08226 -0.2 0.3 1.3
C -1.54921 -1.06173 -1.04217 1.1 0.0 1.3
C -0.59638 0.74344 0.28542 -0.6 0.6 -1.4
H -1.65286 -2.15270 -1.05979 0.1 0.4 -1.1
H 1.57852 -0.48706 0.00384 -0.1 -1.0 0.2
H 1.29836 -2.78192 1.01118 -0.6 0.0 -0.3
H 2.11595 -3.09351 -0.44224 -0.4 0.3 -0.5
H 0.31812 -3.33334 -0.40084 0.4 0.0 0.1
H -1.28922 2.83911 1.41458 -0.2 1.0 0.5
H 1.30447 -1.18042 -1.51992 -0.8 0.2 0.4
H 1.22439 1.82856 0.20364 0.0 -0.2 -1.0
H -2.34817 -0.38265 -1.31072 -0.5 -0.4 0.5
H -0.52023 3.91182 0.14835 -0.2 -0.4 0.9
H -1.60237 0.83177 0.65412 -0.5 0.3 0.2
H 0.31949 3.73762 1.72687 -0.4 -0.9 -0.4
```
Forces are in eV/Å.

Structure (SMILES) = C=C(/C=C/C)CC
Highest occupied orbital energy = -8.5 eV
Charge = 0
Kohn-Sham gap = 0.3424 Eh

Here are the natural (NBO) charges for atoms 1 to 8, given in e: C 0.00; C -0.64; C -0.44; C -0.13; C -0.60; C -0.41; C -0.25; H 0.20


Number 1: strongest force on any atom 0.063 hartree/bohr. Number 2: strongest force on any atom 0.077 hartree/bohr. Number 3: strongest force on any atom 0.027 hartree/bohr. Number 4: strongest force on any atom 0.065 hartree/bohr.